31
Properties=species:S:1:pos:R:3:forces:R:3:nbo_charge:R:1 method="wB97M-V/def2-TZVPD" gap_ha=0.326 e_tot_ha=-1327.790267 multiplicity=1
N 4.059855 2.634220 4.413664 -1.98 -1.47 -1.02 -0.286
Cl -2.046263 1.463676 3.682133 0.01 -0.47 -0.66 0.028
C 3.263047 1.927004 3.926104 1.97 0.59 0.67 0.261
N 2.717062 -0.206713 2.628490 -0.05 0.59 0.41 -0.394
N -3.063884 -0.510814 0.405426 -0.66 -0.19 -0.56 -0.443
N -0.745063 -0.664591 0.554722 0.43 -0.99 -1.22 -0.505
O -1.982789 -1.620351 -1.258845 0.26 0.76 1.76 -0.475
C 1.629589 -0.662140 2.070605 0.52 0.85 -0.06 0.198
C 2.378444 1.000261 3.264576 -2.16 -0.23 -0.78 -0.045
C 1.015819 1.254141 3.067715 1.32 -0.31 0.01 -0.012
C -1.898595 -0.915426 -0.066268 0.04 -0.01 -0.52 0.696
C -3.057584 0.209919 1.504635 0.02 0.35 0.50 0.087
C -0.729022 -0.001180 1.685104 0.17 0.95 0.59 0.397
C -1.906051 0.528966 2.200716 0.03 0.10 0.67 -0.141
N 0.543263 0.195796 2.295833 0.28 -0.43 -0.24 -0.379
N 1.391911 0.204767 -3.829206 0.67 0.05 1.88 -0.848
C 0.418808 -1.484804 -2.224373 0.74 -1.88 0.53 -0.431
C -0.807583 0.130037 -2.650705 -1.55 2.16 -0.15 -0.445
C -1.110490 -1.315309 -2.335598 0.98 0.04 -0.87 0.098
C 0.709835 -0.019944 -2.507163 -0.58 0.38 -1.62 -0.059
H 1.627995 -1.526773 1.385812 -0.43 0.62 0.72 0.235
H 0.431657 2.112732 3.397494 0.17 -0.58 -0.29 0.252
H -3.988184 0.604579 1.903858 -0.13 -0.24 -0.25 0.215
H 1.202921 1.125909 -4.188139 -0.07 0.08 -0.09 0.360
H 1.206607 -0.493961 -4.533697 -0.28 -0.06 0.22 0.360
H 0.738174 -1.871153 -1.247685 0.14 0.03 -0.42 0.233
H 0.778157 -2.125647 -3.047793 0.12 0.04 0.56 0.214
H -1.121800 0.440245 -3.664945 0.12 -0.13 0.47 0.218
H -1.264052 0.843984 -1.957486 -0.06 -0.02 0.03 0.211
H -1.492599 -1.828810 -3.226053 -0.32 -0.17 0.68 0.196
H 1.100816 0.571378 -1.648932 0.27 -0.41 -0.93 0.203

34
Properties=species:S:1:pos:R:3:forces:R:3:nbo_charge:R:1 method="wB97M-V/def2-TZVPD" gap_ha=0.358 de_lowest_kcal_mol=0.00 e_tot_ha=-1320.213923 multiplicity=1
C 19.172503 8.448624 -35.868130 -0.59 0.64 0.54 -0.187
C 19.365073 7.795058 -37.056551 -0.20 -0.77 -1.37 -0.214
C 18.946747 8.360049 -38.261922 -0.20 0.68 -0.03 -0.183
C 18.396091 9.634922 -38.271553 0.29 -0.87 1.37 0.013
C 18.238476 10.313942 -37.059888 -0.77 0.81 0.11 -0.179
C 18.558341 9.712001 -35.859927 1.15 -1.21 -0.19 -0.220
N 17.868607 10.151614 -39.528176 0.13 0.70 0.09 0.531
O 18.099151 9.538403 -40.543855 0.10 -0.43 -0.30 -0.376
O 17.246422 11.187954 -39.479176 -0.24 0.30 0.10 -0.362
H 19.382663 8.014849 -34.898558 0.23 -0.29 -0.20 0.222
H 19.711405 6.774720 -37.172076 0.25 0.06 0.62 0.228
H 18.987769 7.842915 -39.208448 0.19 -0.21 0.08 0.250
H 17.774633 11.289696 -36.989122 -0.04 -0.03 -0.49 0.253
H 18.405540 10.121443 -34.871579 -0.24 0.62 -0.28 0.225
C 14.891684 7.582598 -35.218073 -0.79 1.32 -0.16 -0.125
C 15.577093 8.168619 -36.440810 0.26 -0.65 0.25 0.418
O 15.347694 9.544957 -36.344574 0.57 -0.64 -0.07 -0.488
C 14.230476 9.724608 -35.594089 -0.56 -0.27 0.21 0.965
O 13.625023 10.731839 -35.542141 -0.24 0.86 0.11 -0.557
O 13.891289 8.602910 -34.929048 0.25 -0.50 -0.49 -0.490
F 14.973985 7.731799 -37.603563 0.01 -0.07 0.21 -0.352
H 15.504208 7.596467 -34.321953 0.40 -0.71 -0.25 0.208
H 14.422061 6.646559 -35.498670 -0.04 -0.13 0.46 0.223
H 16.616339 7.839602 -36.466771 0.10 0.71 -0.28 0.195
C 16.174506 2.964043 -33.363933 -0.26 -1.01 0.28 -0.136
C 17.264374 2.260760 -34.166261 0.18 1.61 -0.16 0.441
O 17.861838 3.382582 -34.828324 0.63 -0.81 0.17 -0.484
C 17.057794 4.440915 -34.790933 -0.43 0.89 0.39 0.978
O 17.300180 5.504671 -35.267130 -0.15 -0.16 -0.21 -0.587
O 15.944780 4.167569 -34.060546 0.25 0.29 -0.08 -0.481
F 16.831924 1.447179 -35.143838 -0.24 -0.57 0.17 -0.318
H 16.569553 3.122471 -32.356926 -0.09 0.40 -0.05 0.195
H 15.244533 2.406300 -33.271391 0.06 -0.06 -0.22 0.224
H 18.023865 1.820013 -33.528334 0.04 -0.49 -0.31 0.172

25
Properties=species:S:1:pos:R:3:forces:R:3:nbo_charge:R:1 method="wB97M-V/def2-TZVPD" gap_ha=0.287 de_lowest_kcal_mol=134.24 e_tot_ha=-593.654543 multiplicity=1
C -2.768575 -1.237203 -0.342664 -0.25 -4.29 -2.48 -0.170
C -3.347331 0.135245 -0.092423 0.63 2.63 -2.75 -0.123
C -2.488140 1.252885 -0.017022 -2.76 -3.34 1.10 -0.246
C -1.108019 1.018253 0.247889 0.16 1.37 -0.85 0.215
C -0.362679 2.283730 0.215171 1.52 -1.11 -1.43 -0.260
C 0.994573 2.169519 0.144168 1.83 -0.33 -0.03 -0.117
C 1.584310 0.819844 0.361942 -0.61 -1.48 -0.83 -0.123
C 2.988184 0.573427 0.372892 0.10 -1.31 -2.45 -0.156
C 3.617514 -0.668879 -0.118915 -2.06 3.85 3.89 -0.229
C 2.749330 -1.796512 -0.105478 2.75 -1.64 -1.44 -0.208
C 1.402186 -1.688318 0.030986 -4.16 0.96 -0.39 -0.232
C 0.737503 -0.374236 0.244575 1.51 0.78 -0.18 0.196
H -1.619182 -1.522763 1.059744 -3.36 -2.17 0.36 0.475
H -3.383600 -1.981295 -1.298011 1.25 2.43 3.33 0.171
H -1.554260 -1.197751 -0.738122 -4.32 0.26 0.22 0.269
H -4.403009 0.364883 -0.461390 1.36 -0.56 0.86 0.215
H -2.778924 2.295653 -0.084306 -0.51 -0.34 0.11 0.217
H -0.869517 3.180757 -0.175922 0.19 -0.49 0.72 0.229
H 1.752942 2.986362 -0.256646 -1.85 -1.51 1.34 0.231
H 3.557485 1.482862 0.494084 0.59 -0.08 -0.02 0.201
H 4.707817 -0.507000 -0.012891 -0.63 -1.36 -0.70 0.238
H 3.270648 -2.802507 -0.352239 -1.35 1.62 0.44 0.229
H 0.601016 -2.513689 -0.234515 2.14 1.32 0.93 0.242
N -0.661461 -0.225196 0.200012 4.05 1.14 2.11 -0.513
O -2.618820 -2.048059 0.919073 3.78 3.67 -1.87 -0.748